Molecular formula: C30H60O30
Method: DFT, ωB97M-V/def2-TZVPD

Positions of all 120 atoms, in Å:
C  4.39531  0.83184  3.06726
O  4.29815  -0.28077  3.93257
C  4.52822  -1.46677  3.42582
O  5.08569  -1.58044  2.31791
O  4.07923  -2.43818  4.13141
C  4.33400  -3.68434  3.60240
H  5.40812  1.05549  2.80743
H  3.96400  1.67096  3.62683
H  3.74006  0.74093  2.21158
H  5.37104  -4.02905  3.79933
H  4.15407  -3.71351  2.54097
H  3.62266  -4.32392  4.14153
C  0.41470  0.08396  -2.86474
O  0.14410  -1.05410  -2.02831
C  -0.57882  -1.99876  -2.54637
O  -1.12495  -1.94974  -3.66444
O  -0.51094  -3.05333  -1.78472
C  -1.49557  -4.09408  -2.04185
H  -0.23247  0.94338  -2.56381
H  0.27516  -0.07128  -3.91630
H  1.45536  0.33618  -2.66589
H  -2.44399  -3.88643  -1.57371
H  -1.10954  -4.91934  -1.45430
H  -1.65407  -4.17879  -3.08884
C  -3.84476  -1.83346  0.19386
O  -4.34054  -1.74477  -1.16636
C  -5.54117  -1.17776  -1.27103
O  -6.20020  -0.81836  -0.35374
O  -5.88777  -0.92136  -2.56512
C  -5.03662  -1.20998  -3.72385
H  -2.87865  -2.27597  0.13669
H  -4.48183  -2.40523  0.88041
H  -3.80530  -0.81071  0.65714
H  -4.04304  -0.78936  -3.63852
H  -5.53195  -0.73867  -4.57718
H  -4.96884  -2.26980  -3.86903
C  -5.65686  5.14658  1.59373
O  -6.18296  4.07367  0.79620
C  -5.40243  3.02378  0.83169
O  -4.54350  2.84601  1.66404
O  -5.73250  2.16379  -0.09198
C  -6.75705  2.48531  -1.05208
H  -6.26811  6.03672  1.43543
H  -4.59845  5.27505  1.29425
H  -5.70174  4.90553  2.63730
H  -7.68270  2.62589  -0.48465
H  -6.83999  1.72485  -1.80718
H  -6.59267  3.43549  -1.51240
C  2.78805  -3.07248  -2.24173
O  4.14142  -3.50641  -2.44421
C  4.72424  -4.04921  -1.39732
O  4.23289  -4.47366  -0.35810
O  6.01994  -3.97312  -1.49689
C  6.79066  -4.39833  -0.40272
H  2.64751  -2.45780  -1.35027
H  2.08507  -3.90619  -2.13404
H  2.54884  -2.46595  -3.11300
H  7.05782  -3.54458  0.26948
H  7.73729  -4.87198  -0.77725
H  6.18674  -5.14467  0.06795
C  6.23415  -0.59124  -1.88719
O  5.85291  0.70543  -1.41974
C  4.51615  0.89624  -1.35618
O  3.67184  0.21981  -1.96741
O  4.30912  2.03987  -0.66268
C  3.00767  2.64108  -0.66861
H  6.03829  -0.70467  -2.97104
H  5.72809  -1.41717  -1.40799
H  7.31230  -0.65053  -1.69499
H  3.14067  3.70608  -0.31948
H  2.36969  2.15249  0.13203
H  2.46217  2.71765  -1.58617
C  0.93359  -5.89389  1.80487
O  0.56048  -5.88101  0.46005
C  0.90625  -6.95726  -0.22218
O  1.41899  -7.93475  0.21658
O  0.64714  -6.74058  -1.48954
C  0.97693  -7.70797  -2.40761
H  0.95446  -4.87558  2.18311
H  1.85614  -6.42746  2.05892
H  0.18594  -6.38366  2.39640
H  1.05986  -7.14159  -3.38855
H  0.17036  -8.44749  -2.54544
H  1.85136  -8.25244  -2.03487
C  -3.22611  4.00079  -2.03835
O  -1.96887  4.66120  -1.92076
C  -1.80838  5.49071  -0.86074
O  -2.54998  5.52546  0.12015
O  -0.69091  6.17477  -1.00227
C  -0.40420  7.19740  -0.08016
H  -3.04297  3.23965  -2.82693
H  -4.00001  4.75217  -2.18998
H  -3.46897  3.41437  -1.14360
H  0.54767  7.62695  -0.41045
H  -0.33246  6.73968  0.88387
H  -1.25584  7.86895  0.01806
C  1.23121  -2.07038  1.31220
O  -0.04928  -1.47443  1.39278
C  -0.20064  -0.18507  1.16011
O  0.68528  0.62204  1.07116
O  -1.49049  0.05146  1.05163
C  -1.97543  1.39244  1.01387
H  0.98760  -2.87577  0.59684
H  1.65105  -2.40015  2.28310
H  1.93326  -1.37928  0.85316
H  -1.67901  1.97628  1.88012
H  -3.05345  1.40368  1.02939
H  -1.65669  2.00155  0.17358
C  0.49458  4.10478  2.56364
O  -0.82464  4.42632  2.88874
C  -1.17279  5.65794  3.13781
O  -0.46439  6.65431  3.15598
O  -2.42807  5.70780  3.39453
C  -3.13681  6.91838  3.44552
H  1.03428  3.74851  3.40928
H  0.96633  5.01123  2.28533
H  0.48442  3.42933  1.71901
H  -4.17992  6.68585  3.65246
H  -2.97589  7.40047  2.49288
H  -2.70439  7.60644  4.22453

HOMO, hartree: -0.3888
HOMO-LUMO gap, eV: 11.092
ΔE to the lowest compared entry with this formula, charge and spin, kcal/mol: 40.00
F_max, eV/A: 5.29
SMILES string: COC(=O)OC.COC(=O)OC.COC(=O)OC.COC(=O)OC.COC(=O)OC.COC(=O)OC.COC(=O)OC.COC(=O)OC.COC(=O)OC.COC(=O)OC
Energy, hartree: -3436.286388

These are the Löwdin partial charges, in e, on atoms 1 to 6: number 1, C, carries -0.032; number 2, O, carries 0.023; number 3, C, carries -0.634; number 4, O, carries 0.069; number 5, O, carries 0.039; number 6, C, carries -0.061


Molecular formula: C30H61FN2O4P
Method: DFT, ωB97M-V/def2-TZVPD

Positions of all 99 atoms, in Å:
C  2.30594  4.98776  1.16643
C  2.41828  4.94559  2.80922
C  0.94550  4.87048  3.56676
C  0.08989  6.27982  3.48395
C  -1.30400  6.11854  2.57541
C  -1.21025  7.22396  1.36835
C  -2.36107  7.08344  0.20739
C  -2.70427  5.54522  -0.24657
C  -2.85052  5.32451  -1.87229
C  -1.54947  4.50965  -2.46395
C  -1.79444  2.86019  -2.55956
C  -1.80950  2.31666  -1.01243
C  -1.45523  0.69440  -0.87036
C  -1.16390  0.43635  0.72544
C  -1.79323  -0.99034  1.29727
C  -0.62506  -2.11986  1.50561
C  -0.02493  -2.16895  3.06679
N  -0.29578  -3.42490  3.56028
P  0.30926  -3.75125  5.21273
N  -0.07013  -2.53372  6.20727
O  -0.28768  -5.28049  5.80858
O  2.07966  -3.80790  5.09701
C  -1.06125  -4.28249  2.57387
F  -2.53226  -4.05744  2.83003
C  -0.87302  -3.67140  1.02477
C  0.56433  -4.33858  0.62091
C  1.34061  -3.63023  -0.63655
C  1.87413  -4.65606  -1.79724
C  3.52841  -4.44141  -1.87145
C  3.94811  -2.92555  -2.39819
C  5.61015  -2.95021  -2.57790
C  5.97476  -3.68771  -3.99613
O  -2.12653  -4.08939  0.41977
C  -2.12980  -4.17326  -1.02941
C  -2.64696  -2.80307  -1.81564
O  -3.36735  -3.27924  -3.01320
C  -2.70278  -2.88517  -4.26151
C  -1.98752  -4.19308  -5.01495
H  1.85677  6.02437  0.83320
H  3.39159  4.93266  0.68676
H  1.70209  4.09728  0.70487
H  3.07499  4.00370  3.08467
H  2.99525  5.88121  3.26746
H  0.37945  3.94457  3.10913
H  1.18976  4.59530  4.69729
H  -0.20293  6.55848  4.58533
H  0.78408  7.06548  2.95458
H  -1.31128  4.99825  2.22211
H  -2.26812  6.27301  3.23373
H  -1.36010  8.28979  1.87878
H  -0.15593  7.26402  0.84727
H  -1.95134  7.64927  -0.74517
H  -3.34066  7.67429  0.53166
H  -3.72911  5.22028  0.22856
H  -1.80657  4.87267  0.10307
H  -3.80198  4.64952  -2.09961
H  -3.05449  6.36014  -2.42643
H  -1.28139  4.97417  -3.52796
H  -0.63664  4.77991  -1.76536
H  -0.92792  2.44461  -3.22667
H  -2.81712  2.67881  -3.11431
H  -0.95556  2.89341  -0.43854
H  -2.82076  2.47189  -0.44102
H  -2.34468  0.05854  -1.29702
H  -0.46834  0.51708  -1.50727
H  -0.01295  0.55292  0.91173
H  -1.67662  1.34438  1.30656
H  -2.72554  -1.36102  0.69559
H  -2.19896  -0.72821  2.38904
H  0.30215  -1.60080  0.96062
H  0.54066  -1.27406  3.61698
H  0.85878  -2.14703  6.53094
H  0.45373  -5.59619  6.43648
H  2.36166  -4.77938  4.96486
H  -0.89731  -5.45649  2.61394
H  0.37087  -5.46369  0.33577
H  1.28681  -4.37558  1.57042
H  0.58530  -2.85454  -1.11955
H  2.22540  -2.97108  -0.20069
H  1.46910  -4.22079  -2.83241
H  1.56081  -5.77414  -1.66147
H  3.95020  -4.51190  -0.76070
H  3.95476  -5.27359  -2.58111
H  3.73221  -2.07816  -1.61819
H  3.45903  -2.64846  -3.43680
H  5.99959  -3.66673  -1.70682
H  6.09333  -1.88060  -2.49732
H  7.14871  -3.69407  -4.10285
H  5.48863  -3.03049  -4.86227
H  5.53839  -4.77447  -3.99767
H  -2.94157  -5.00035  -1.32060
H  -1.14243  -4.50855  -1.55067
H  -1.68262  -2.17911  -2.03584
H  -3.44766  -2.18944  -1.18402
H  -1.98433  -1.96620  -4.18206
H  -3.57030  -2.55372  -5.01235
H  -0.81754  -4.13843  -4.97779
H  -2.28572  -4.20042  -6.17002
H  -2.39773  -5.22721  -4.59135

HOMO, hartree: -0.4386
HOMO-LUMO gap, eV: 6.657
Net charge: +1
F_max, eV/A: 5.37
Energy, hartree: -2030.562622

These are the Löwdin partial charges, in e, on atoms 1 to 6: number 1, C, carries -0.145; number 2, C, carries -0.270; number 3, C, carries -0.231; number 4, C, carries -0.193; number 5, C, carries -0.200; number 6, C, carries -0.224


Molecular formula: C30H62ClN2O9
Method: DFT, ωB97M-V/def2-TZVPD

Positions of all 104 atoms, in Å:
C  3.86906  -1.17073  0.82677
C  3.18845  -0.15988  -0.14761
O  3.09885  1.12358  0.51678
C  1.91032  1.22858  1.21389
O  1.87415  0.96477  2.38989
C  0.72231  1.72258  0.40070
C  -0.61422  1.69981  1.17049
C  -1.80446  1.73443  0.13315
C  -2.94517  0.79833  0.49841
C  -3.80055  1.28147  1.45686
N  -4.85711  0.55660  1.84608
C  -5.11838  -0.63164  1.31938
C  -4.32130  -1.21023  0.36952
C  -4.76667  -2.57275  -0.14105
O  -3.70865  -3.52976  -0.18974
N  -4.02880  -4.45613  -1.26697
O  -3.58041  -4.09595  -2.27059
C  -3.18950  -0.48996  -0.06798
C  -2.27463  -1.09208  -1.11034
Cl  -0.61528  -1.14409  -0.36116
C  -2.26339  -0.30844  -2.46824
C  -0.99339  -0.68007  -3.26169
H  3.89747  -0.71811  1.82373
H  3.26684  -2.08667  0.87923
H  4.89733  -1.39889  0.52984
H  3.82207  -0.09435  -1.03895
H  2.19595  -0.50781  -0.46931
H  0.71537  1.17733  -0.54976
H  0.93581  2.77484  0.14673
H  -0.70677  0.87063  1.87916
H  -0.67374  2.64486  1.72700
H  -1.37879  1.56888  -0.85677
H  -2.22111  2.75223  0.12908
H  -3.62464  2.26636  1.91899
H  -5.49493  0.91177  2.55074
H  -6.00766  -1.15524  1.66330
H  -5.30167  -2.43184  -1.09278
H  -5.51625  -2.95528  0.57317
H  -2.49674  -2.12681  -1.36072
H  -2.41174  0.76686  -2.33419
H  -3.13138  -0.69716  -3.02373
H  -0.85416  -1.76654  -3.14203
H  -0.08571  -0.16386  -2.93565
H  -1.10271  -0.51858  -4.33878
C  -4.81699  6.30100  1.42133
C  -3.92497  5.53710  2.38600
C  -2.95365  6.46528  3.09513
O  -3.19193  4.52989  1.66954
H  -4.21945  6.79101  0.64789
H  -5.50326  5.62199  0.91206
H  -5.40100  7.06031  1.94166
H  -4.54072  5.01796  3.12285
H  -2.29669  6.96042  2.37484
H  -2.31389  5.90328  3.77705
H  -3.48303  7.22941  3.66457
H  -2.64382  4.97678  1.01462
C  5.76289  2.34793  1.51854
C  7.28391  2.36566  1.53450
C  7.81725  3.08901  2.76196
O  7.76890  3.00491  0.35371
H  5.36400  3.36665  1.48676
H  5.39578  1.83609  0.63181
H  5.36304  1.84561  2.40124
H  7.66223  1.34221  1.51953
H  7.48555  4.13130  2.77037
H  8.90797  3.10104  2.75534
H  7.47939  2.60936  3.68229
H  7.44261  3.91098  0.35396
C  -1.23769  -1.54026  4.71846
C  -2.20474  -2.47493  4.01076
C  -1.52836  -3.20356  2.86049
O  -3.32185  -1.72541  3.51308
H  -0.86321  -0.77591  4.02963
H  -1.73821  -1.01735  5.53481
H  -0.38635  -2.08650  5.12513
H  -2.60153  -3.19984  4.72209
H  -1.16376  -2.49230  2.11238
H  -2.23571  -3.86426  2.35497
H  -0.68533  -3.79956  3.21266
H  -2.97829  -1.08104  2.88403
C  2.84735  0.16250  -6.00863
C  1.70172  -0.56674  -6.69290
C  1.62796  -0.21699  -8.17047
O  0.46634  -0.22592  -6.05531
H  2.71053  1.24570  -6.07482
H  2.88349  -0.09098  -4.94746
H  3.80605  -0.09432  -6.46077
H  1.83121  -1.64367  -6.57705
H  1.45220  0.85399  -8.30586
H  0.79734  -0.73971  -8.64650
H  2.55046  -0.48541  -8.68683
H  0.33842  0.72448  -6.15082
C  0.39714  -4.47668  -0.33517
C  1.66842  -5.26508  -0.61196
C  1.43485  -6.76180  -0.47682
O  2.69080  -4.85327  0.29430
H  0.04634  -4.65270  0.68663
H  0.58555  -3.40613  -0.42840
H  -0.40078  -4.75337  -1.02896
H  2.02694  -5.03998  -1.61769
H  1.11846  -7.01321  0.53961
H  2.35670  -7.31142  -0.66935
H  0.67027  -7.10821  -1.17445
H  2.38903  -5.04648  1.18873

HOMO, hartree: -0.4135
HOMO-LUMO gap, eV: 7.209
Net charge: +1
ΔE to the lowest compared entry with this formula, charge and spin, kcal/mol: 15.42
F_max, eV/A: 1.47
Energy, hartree: -2426.786549

These are the Löwdin partial charges, in e, on atoms 1 to 6: number 1, C, carries -0.040; number 2, C, carries -0.193; number 3, O, carries -0.075; number 4, C, carries -0.461; number 5, O, carries 0.143; number 6, C, carries -0.121


Molecular formula: C30H62ClN6
Method: DFT, ωB97M-V/def2-TZVPD

Positions of all 99 atoms, in Å:
C  1.98200  2.13223  -3.82087
C  1.10682  2.46015  -2.60845
C  1.93166  2.11728  -1.26820
C  3.14627  3.00947  -1.05869
N  4.10219  2.56580  0.14689
C  3.39581  2.33075  1.43139
C  4.07189  1.07541  2.12155
C  4.76106  0.30250  1.00661
C  4.92808  1.25976  -0.16734
C  5.10014  3.75384  0.39592
H  1.26896  2.01596  -4.63706
H  2.53216  1.19726  -3.92700
H  2.65685  2.96876  -4.00220
H  0.18892  1.88013  -2.51282
H  0.88865  3.52810  -2.60563
H  2.03366  1.03217  -1.25226
H  1.21180  2.41590  -0.50614
H  2.93108  4.02998  -0.74190
H  3.86710  2.93722  -1.87311
H  3.63719  3.19892  2.04468
H  2.31720  2.31970  1.27461
H  4.75503  1.42870  2.89395
H  3.43226  0.39577  2.68463
H  5.71507  -0.09493  1.35302
H  4.07936  -0.48294  0.68032
H  5.99018  1.40740  -0.36288
H  4.58346  0.81868  -1.10265
H  5.69443  3.72853  -0.51747
H  5.76569  3.62760  1.24986
H  4.44255  4.59101  0.63005
C  1.91595  -3.06685  -1.37190
C  0.95686  -3.43258  -2.52428
C  -0.28584  -2.50734  -2.65453
C  -1.05160  -2.34563  -1.18297
N  -2.34073  -1.45614  -1.31187
C  -3.45738  -1.71917  -2.38007
C  -4.31574  -0.42724  -2.30758
C  -3.30523  0.67246  -2.02859
C  -1.99147  0.08234  -1.60585
C  -2.98522  -1.64529  0.06362
H  2.51903  -2.21345  -1.68190
H  2.71233  -3.80345  -1.26559
H  1.45002  -2.89635  -0.40135
H  0.64133  -4.46956  -2.40933
H  1.46223  -3.37898  -3.48856
H  -1.00284  -2.98357  -3.32327
H  -0.10264  -1.46306  -2.90757
H  -0.25119  -1.99071  -0.53374
H  -1.49580  -3.31677  -0.96466
H  -4.00974  -2.59670  -2.04398
H  -3.07331  -1.78600  -3.39798
H  -5.00218  -0.47062  -1.46200
H  -4.98778  -0.21919  -3.14014
H  -3.81879  1.28625  -1.28858
H  -3.25705  1.21349  -2.97361
H  -1.32694  0.62603  -0.93437
H  -1.49060  0.05762  -2.57364
H  -2.21616  -1.91351  0.78800
H  -3.60550  -2.53425  -0.05077
H  -3.48316  -0.71416  0.33408
C  2.88599  -3.55445  4.21259
C  1.59726  -3.42457  4.93226
N  0.37353  -3.87095  4.10749
C  -0.39943  -3.08082  3.25620
C  -1.44439  -3.93534  2.74395
N  -1.30813  -5.18455  3.39601
C  -0.18035  -5.14473  4.14873
C  -2.29060  -6.29552  3.23221
H  2.81679  -3.20927  3.18100
H  3.22121  -4.59156  4.22318
H  3.58877  -2.92660  4.76030
H  1.42978  -2.35680  5.07342
H  1.78590  -3.99441  5.84209
H  -0.14109  -2.09161  2.90816
H  -2.21280  -3.73355  2.01236
H  0.16986  -5.95295  4.77366
H  -3.14787  -5.96027  2.64845
H  -2.47243  -6.51868  4.28352
H  -1.84034  -7.12055  2.68024
C  -3.97783  3.84926  -2.98773
C  -3.78550  4.77294  -1.82289
N  -3.10218  4.20082  -0.78477
C  -1.72128  3.89795  -0.71795
C  -1.50406  3.28900  0.47751
N  -2.66162  3.20070  1.23447
C  -3.63182  3.71872  0.39493
C  -2.76975  2.32799  2.40925
H  -3.14486  3.47172  -3.58079
H  -4.38772  4.49363  -3.76546
H  -4.72888  3.06743  -2.87471
H  -4.78925  5.03392  -1.48752
H  -3.30532  5.68255  -2.18362
H  -1.02048  4.19315  -1.48484
H  -0.56182  2.92837  0.86291
H  -4.67080  3.84199  0.66272
H  -3.10922  1.37977  1.99243
H  -3.46829  2.86776  3.04862
H  -1.80625  2.02541  2.81940
Cl  0.39688  0.16537  1.44643

HOMO (spin up / spin down), hartree: -0.2763 / -0.4368
HOMO-LUMO gap (spin up / spin down), eV: 3.253 / 7.619
Net charge: +2
F_max, eV/A: 4.58
Energy, hartree: -1968.290277
Spin multiplicity: 2

These are the Löwdin partial charges, in e, on atoms 1 to 6: number 1, C, carries -0.109; number 2, C, carries -0.213; number 3, C, carries -0.186; number 4, C, carries -0.065; number 5, N, carries -0.224; number 6, C, carries -0.112